No. 1
Below is 2 unconnected molecules or ions with the total composition C4H5Cl3O, with properties calculated with ωB97M-V with the def2-TZVPD basis set.

Summary:
E_HOMO (alpha / beta) = -9.09 / -8.01 eV
Energy = -43839.7593 eV
2S+1 = 1
Relative energy (zero: lowest compared OMol25 entry of this formula, charge and spin) = 394.44 kJ/mol

XYZ file:
```
13
C4H5Cl3O, DFT ωB97M-V with the def2-TZVPD basis set
C -0.54 -0.35 -0.84
C -1.59 -0.19 0.18
C 0.08 -1.60 -1.16
C 1.78 1.53 1.22
O -0.07 0.66 -1.41
Cl -0.46 -3.06 -0.54
Cl 1.20 2.32 -0.11
Cl 3.41 1.07 1.25
H -1.21 0.04 1.29
H -2.08 -1.19 0.22
H -2.45 0.43 -0.16
H 0.60 -1.50 -2.10
H 1.35 1.84 2.16
```

***

No. 2
Below is a molecular structure, C4H5NO, with properties calculated with ωB97M-V with the def2-TZVPD basis set.

Summary:
E_HOMO = -9.39 eV
Energy = -7761.9487 eV
2S+1 = 1
Relative energy (zero: lowest compared OMol25 entry of this formula, charge and spin) = 441.69 kJ/mol

XYZ file:
```
11
C4H5NO, DFT ωB97M-V with the def2-TZVPD basis set
N -2.80 -0.37 -1.20
C -1.66 -0.16 -1.18
C -0.22 0.11 -1.08
C -0.04 0.70 0.31
C 0.43 -0.30 1.28
O 1.68 0.25 0.77
H 0.06 0.83 -1.85
H 0.34 -0.82 -1.25
H 1.51 1.23 0.81
H 0.29 -0.11 2.35
H 0.41 -1.36 1.04
```

***

No. 3
Below is a molecular structure, CH3I2N, with properties calculated with ωB97M-V with the def2-TZVPD basis set.

Summary:
E_HOMO = -8.48 eV
Energy = -18774.0228 eV
2S+1 = 1
Relative energy (zero: lowest compared OMol25 entry of this formula, charge and spin) = 177.26 kJ/mol

XYZ file:
```
7
CH3I2N, DFT ωB97M-V with the def2-TZVPD basis set
C 0.73 -0.12 -0.53
N -0.87 0.29 0.17
I -2.13 -1.38 0.30
I -0.88 1.56 1.78
H 1.15 0.94 -0.34
H 1.27 -0.74 0.12
H 0.72 -0.54 -1.49
```

***

No. 4
Below is 2 unconnected molecules or ions with the total composition C6H11Br3OSi, with properties calculated with ωB97M-V with the def2-TZVPD basis set.

Summary:
E_HOMO (alpha / beta) = -7.13 / -7.00 eV
Energy = -226451.5422 eV
2S+1 = 1
Relative energy (zero: lowest compared OMol25 entry of this formula, charge and spin) = 346.36 kJ/mol

XYZ file:
```
22
C6H11Br3OSi, DFT ωB97M-V with the def2-TZVPD basis set
C -0.40 1.50 -1.40
C -0.27 1.24 -0.08
C -0.40 2.39 0.87
C 0.22 -3.34 -0.19
C 0.04 0.10 0.64
C 0.13 -2.18 0.67
O -0.05 -1.05 0.03
Si 3.46 0.71 -0.58
Br 3.36 -1.57 -0.48
Br 3.32 1.38 1.61
Br 5.42 1.35 -1.42
H -0.14 0.75 -2.16
H -0.76 2.38 -1.82
H -0.63 3.24 0.42
H 0.51 2.63 1.25
H -1.17 2.31 1.75
H 1.15 -3.84 -0.31
H 0.08 -3.10 -1.15
H -0.32 -4.23 0.00
H 2.30 0.98 -1.48
H 0.18 0.27 1.77
H 0.14 -2.35 1.69
```

***

No. 5
Below is 7 unconnected molecules or ions with the total composition C33H56F3N2O10, with properties calculated with ωB97M-V with the def2-TZVPD basis set.

Summary:
E_HOMO = -10.63 eV
Total charge = +1
Energy = -66726.3349 eV
2S+1 = 1

XYZ file:
```
104
C33H56F3N2O10, DFT ωB97M-V with the def2-TZVPD basis set
O 0.82 -6.95 -0.40
N 0.45 -5.87 -0.38
O -0.58 -5.72 0.69
C -1.64 -5.05 0.25
C -1.66 -4.15 -0.77
C -2.82 -3.53 -1.13
C -2.89 -2.55 -2.28
O -2.05 -1.69 -2.43
O -3.92 -2.64 -3.14
C -4.00 -3.82 -0.41
C -3.94 -4.72 0.59
C -5.18 -5.10 1.36
C -5.52 -6.60 1.01
C -6.51 -6.70 -0.15
F -7.76 -6.48 0.21
F -6.14 -5.86 -1.14
F -6.40 -7.93 -0.67
N -2.77 -5.32 0.90
H -0.73 -3.92 -1.29
H -4.57 -3.29 -2.84
H -4.94 -3.34 -0.66
H -6.02 -4.48 1.05
H -5.02 -4.98 2.43
H -4.61 -7.07 0.64
H -5.85 -7.17 1.88
H -2.79 -5.99 1.66
C 1.75 1.46 -0.75
C 0.38 0.95 -1.16
C 0.63 -0.55 -1.27
O 1.66 -0.87 -0.34
C 2.26 0.35 0.15
H 1.73 2.43 -0.25
H 2.39 1.55 -1.63
H -0.34 1.14 -0.36
H -0.01 1.39 -2.07
H 0.99 -0.81 -2.28
H -0.25 -1.15 -1.06
H 1.93 0.49 1.18
H 3.34 0.26 0.14
C -3.51 3.83 -3.17
C -2.31 4.55 -3.78
C -1.78 5.32 -2.59
O -2.09 4.55 -1.43
C -3.00 3.51 -1.78
H -3.82 2.95 -3.73
H -4.36 4.52 -3.11
H -1.57 3.82 -4.12
H -2.56 5.19 -4.63
H -2.27 6.29 -2.49
H -0.70 5.48 -2.64
H -2.46 2.55 -1.75
H -3.80 3.46 -1.04
C -5.76 0.68 2.39
C -5.17 1.31 1.13
C -4.20 0.24 0.66
O -4.74 -1.01 1.07
C -5.82 -0.79 1.99
H -6.72 1.08 2.68
H -5.07 0.81 3.22
H -5.96 1.45 0.38
H -4.69 2.27 1.30
H -3.22 0.36 1.14
H -4.05 0.24 -0.42
H -6.76 -1.02 1.47
H -5.73 -1.47 2.84
C 1.53 -2.22 3.73
C 1.44 -3.73 3.90
C 0.11 -4.04 3.22
O -0.07 -3.06 2.19
C 0.91 -2.02 2.35
H 2.54 -1.83 3.80
H 0.92 -1.73 4.49
H 2.25 -4.22 3.35
H 1.47 -4.07 4.93
H -0.73 -3.94 3.92
H 0.08 -5.03 2.78
H 1.65 -2.12 1.56
H 0.42 -1.05 2.25
C 5.45 3.46 2.98
C 6.14 3.93 1.71
C 5.39 3.14 0.64
O 4.06 2.94 1.14
C 4.01 3.30 2.52
H 5.56 4.15 3.82
H 5.86 2.49 3.29
H 5.96 5.00 1.56
H 7.21 3.76 1.69
H 5.85 2.16 0.49
H 5.35 3.66 -0.31
H 3.46 4.24 2.61
H 3.47 2.53 3.08
C 7.92 5.31 -3.50
C 7.99 3.80 -3.62
C 8.32 3.38 -2.20
O 7.73 4.37 -1.34
C 7.30 5.48 -2.12
H 7.34 5.79 -4.29
H 8.93 5.73 -3.51
H 7.01 3.40 -3.91
H 8.73 3.45 -4.35
H 9.40 3.39 -2.02
H 7.94 2.40 -1.94
H 6.21 5.46 -2.17
H 7.61 6.41 -1.63
```

***

No. 6
Below is C5H5ClOS2 in the gas phase, with properties calculated with ωB97M-V with the def2-TZVPD basis set.

Summary:
E_HOMO (alpha / beta) = -9.51 / -9.51 eV
Energy = -41502.7728 eV
Structure (SMILES) = C=[S@@](=O)(Cl)c1cccs1
2S+1 = 1
Relative energy (zero: lowest compared OMol25 entry of this formula, charge and spin) = 53.45 kJ/mol

XYZ file:
```
14
C5H5ClOS2, DFT ωB97M-V with the def2-TZVPD basis set
C 0.49 -2.17 -0.37
C 0.91 -0.91 -0.79
C -0.27 -2.04 0.74
C 0.55 0.10 0.07
C -0.09 2.66 0.83
O 1.18 2.20 -1.46
S -0.45 -0.42 1.36
S 0.93 1.81 -0.06
Cl 3.24 1.55 0.82
H 0.52 -3.06 -0.94
H 1.64 -0.77 -1.53
H -0.83 -2.78 1.34
H -0.19 3.78 0.60
H 0.00 2.31 1.87
```

***

No. 7
Below is 2 unconnected molecules or ions with the total composition CHO2S2, with properties calculated with ωB97M-V with the def2-TZVPD basis set.

Summary:
E_HOMO (alpha / beta) = -3.05 / -3.05 eV
Total charge = -1
Energy = -26817.9618 eV
2S+1 = 1
Relative energy (zero: lowest compared OMol25 entry of this formula, charge and spin) = 251.15 kJ/mol

XYZ file:
```
6
CHO2S2, DFT ωB97M-V with the def2-TZVPD basis set
C -1.54 0.24 0.02
O 3.47 -0.97 0.51
O -0.83 1.19 0.23
S -3.23 0.21 -0.15
S 3.25 0.11 -0.51
H -1.11 -0.78 -0.10
```

***

No. 8
Below is 11 unconnected molecules or ions with the total composition C3H29NO10S2, with properties calculated with ωB97M-V with the def2-TZVPD basis set.

Summary:
E_HOMO = -9.10 eV
Energy = -47217.3871 eV
Structure (SMILES) = CSSCCN.O.O.O.O.O.O.O.O.O.O
2S+1 = 1
Relative energy (zero: lowest compared OMol25 entry of this formula, charge and spin) = 28.05 kJ/mol

XYZ file:
```
45
C3H29NO10S2, DFT ωB97M-V with the def2-TZVPD basis set
N -0.65 -1.12 -0.58
C -1.06 0.12 0.17
C -1.84 1.08 -0.71
S -0.69 2.16 -1.62
S -1.02 1.58 -3.48
C -0.21 0.09 -3.98
H -1.18 -1.04 -1.45
H 0.29 -1.04 -0.96
H -1.67 -0.34 0.94
H -0.21 0.59 0.66
H -2.45 0.51 -1.41
H -2.56 1.64 -0.11
H -0.59 -0.89 -3.69
H -0.14 0.13 -5.08
H 0.87 0.07 -3.82
H 2.11 3.30 1.92
H 1.77 4.22 2.95
O 2.39 4.19 2.21
H 0.50 1.46 2.23
H 1.42 0.40 2.75
O 1.43 1.33 2.46
H -2.20 -0.02 3.17
H -1.04 0.51 4.06
O -1.61 0.72 3.31
H 0.30 -1.89 2.90
H 1.64 -2.32 2.21
O 1.23 -1.63 2.75
H 2.63 -0.60 -0.77
H 2.69 0.87 -0.77
O 2.78 0.14 -1.37
H 3.01 0.63 -4.38
H 3.81 0.10 -3.05
O 3.60 -0.01 -3.98
H -1.63 -2.71 2.15
H -1.43 -2.91 3.63
O -1.37 -2.22 2.96
H 2.11 -2.19 -2.81
H 1.19 -3.38 -2.41
O 1.38 -2.46 -2.22
H -2.14 -3.34 0.31
H -0.74 -2.82 0.12
O -1.23 -3.60 0.49
H -2.63 3.27 1.90
H -3.63 3.50 0.82
O -3.22 3.97 1.56
```

***

No. 9
Below is 15 unconnected molecules or ions with the total composition C16H62N20O15, with properties calculated with ωB97M-V with the def2-TZVPD basis set.

Summary:
E_HOMO = -8.23 eV
Energy = -78107.9243 eV
2S+1 = 1

XYZ file:
```
113
C16H62N20O15, DFT ωB97M-V with the def2-TZVPD basis set
C -0.11 -3.99 0.52
C 0.61 -2.70 0.74
O 1.59 -2.85 1.77
H -0.78 -3.87 -0.30
H -0.55 -4.52 1.35
H 0.65 -4.66 0.03
H -0.09 -1.98 1.21
H 1.02 -2.15 -0.13
H 2.23 -2.16 1.52
C -0.22 0.58 0.22
O 0.44 1.27 1.18
N -1.43 0.12 0.42
N 0.00 0.69 -1.04
H -1.67 0.00 1.44
H -2.11 -0.30 -0.34
H 0.95 1.09 -1.15
H -0.35 0.06 -1.75
C -2.48 -1.83 -1.74
O -1.21 -1.65 -2.28
N -3.06 -2.96 -1.50
N -3.20 -0.87 -1.23
H -2.58 -3.78 -1.95
H -4.09 -2.89 -1.31
H -3.17 0.02 -1.77
H -4.13 -0.99 -0.91
C 0.10 4.21 0.31
O 0.24 4.37 1.67
N 1.02 4.55 -0.54
N -0.98 3.76 -0.22
H 1.88 4.94 -0.14
H 0.86 4.52 -1.59
H -1.79 3.53 0.33
H -0.94 3.28 -1.10
C -2.07 2.55 -2.80
O -2.93 1.68 -2.05
N -0.77 2.52 -2.66
N -2.54 3.27 -3.85
H -0.44 1.84 -1.90
H -0.09 2.76 -3.33
H -3.48 3.09 -4.04
H -1.86 3.61 -4.51
C -1.29 -4.07 3.84
O -1.66 -5.33 4.16
N -0.19 -3.43 4.01
N -2.20 -3.22 3.51
H 0.41 -4.18 4.48
H 0.26 -3.21 3.12
H -3.17 -3.39 3.77
H -1.96 -2.22 3.24
C 1.37 -1.61 -4.16
O 1.67 -0.74 -3.17
N 0.23 -2.26 -4.29
N 2.21 -1.77 -5.17
H -0.23 -2.26 -3.37
H -0.11 -2.96 -4.95
H 3.05 -1.12 -5.13
H 1.89 -1.93 -6.16
C 3.88 -2.28 -1.42
O 2.92 -3.25 -1.73
N 3.65 -1.00 -1.52
N 5.05 -2.57 -0.91
H 2.77 -0.88 -2.05
H 4.40 -0.32 -1.62
H 5.43 -3.55 -0.92
H 5.80 -1.87 -0.69
C -0.90 -0.12 4.05
O -1.77 -0.65 3.17
N -0.29 -0.85 4.86
N -0.55 1.14 4.13
H -0.35 -1.89 4.79
H 0.54 -0.49 5.43
H -1.18 1.78 3.57
H 0.26 1.54 4.61
C -3.04 2.92 2.16
O -4.07 3.69 2.69
N -3.01 2.30 1.05
N -1.81 2.95 2.64
H -3.95 2.15 0.70
H -2.42 1.50 0.73
H -1.63 3.63 3.44
H -0.95 2.80 2.00
C 3.43 -0.54 1.96
O 3.02 -0.10 3.20
N 3.06 0.15 0.94
N 4.15 -1.57 1.71
H 2.42 0.90 1.15
H 3.26 -0.18 -0.05
H 4.37 -2.27 2.47
H 4.37 -1.95 0.79
C -2.16 0.11 -4.85
O -1.31 -0.69 -5.58
H -2.13 -0.01 -3.74
H -3.18 -0.20 -5.22
H -1.92 1.13 -5.10
H -0.70 -1.17 -4.93
C 3.60 2.96 2.67
O 4.12 4.28 2.58
H 4.18 2.29 2.06
H 2.59 2.88 2.37
H 3.82 2.61 3.69
H 4.03 4.75 3.50
C -4.69 -1.06 2.00
O -4.88 -1.20 3.37
H -4.15 -1.83 1.51
H -3.99 -0.16 1.96
H -5.60 -0.80 1.39
H -4.69 -0.32 3.72
C 3.14 2.34 -2.40
O 2.22 2.16 -1.38
H 3.59 1.38 -2.77
H 4.02 3.05 -2.17
H 2.62 2.87 -3.14
H 1.89 3.02 -1.13
```

***

No. 10
Below is 2 unconnected molecules or ions with the total composition C3H5ClS, with properties calculated with ωB97M-V with the def2-TZVPD basis set.

Summary:
E_HOMO = -7.52 eV
Energy = -26546.7936 eV
Structure (SMILES) = CC1=CS1.Cl
2S+1 = 1
Relative energy (zero: lowest compared OMol25 entry of this formula, charge and spin) = 210.16 kJ/mol

XYZ file:
```
10
C3H5ClS, DFT ωB97M-V with the def2-TZVPD basis set
C -0.50 0.33 0.47
C -0.75 0.02 -0.76
C -0.23 0.16 1.85
S -1.25 1.81 -0.45
Cl 2.12 -0.50 -2.75
H 1.79 -1.57 -3.46
H -0.70 -0.48 -1.68
H -0.25 -0.86 2.09
H -0.97 0.73 2.53
H 0.72 0.36 2.15
```

***

No. 11
Below is a molecular structure, C47H60BeCl2O4, with properties calculated with ωB97M-V with the def2-TZVPD basis set.

Summary:
E_HOMO = -7.59 eV
Energy = -83354.3492 eV
2S+1 = 1
Relative energy (zero: lowest compared OMol25 entry of this formula, charge and spin) = 0.00 kJ/mol

XYZ file:
```
114
C47H60BeCl2O4, DFT ωB97M-V with the def2-TZVPD basis set
Be -1.47 0.01 1.86
C -4.46 0.00 2.24
O -3.26 0.00 1.46
C -3.39 0.01 0.06
C -3.40 -1.21 -0.61
C -3.13 -2.51 0.11
C -1.66 -2.87 0.02
C -1.22 -3.72 -0.99
C 0.10 -4.10 -1.12
C 0.98 -3.65 -0.13
C 0.58 -2.81 0.90
C 1.50 -2.53 2.06
C 2.21 -1.21 2.25
C 3.24 -1.18 3.18
C 3.81 0.01 3.64
C 3.25 1.19 3.18
C 2.21 1.21 2.25
C 1.50 2.54 2.05
C 0.58 2.82 0.90
C 0.98 3.65 -0.13
C 0.10 4.10 -1.13
C -1.22 3.73 -0.99
C -1.66 2.89 0.02
C -3.13 2.52 0.11
C -3.40 1.22 -0.60
C -3.52 1.20 -1.98
C -3.60 0.01 -2.70
C -3.52 -1.18 -1.99
C -3.71 0.05 -4.23
C -3.74 -1.34 -4.85
C -2.50 0.81 -4.80
C -5.00 0.79 -4.62
C -0.75 2.36 0.93
O -1.14 1.47 1.86
C 0.62 4.99 -2.26
C 1.17 6.30 -1.68
C -0.48 5.34 -3.26
C 1.74 4.26 -3.00
C 1.78 0.01 1.71
O 0.87 0.01 0.67
C 1.48 0.00 -0.62
C 4.95 -0.03 4.65
C 4.45 -0.67 5.95
C 5.48 1.36 4.98
C 6.11 -0.87 4.09
C -0.75 -2.35 0.93
O -1.14 -1.46 1.86
C 0.62 -5.00 -2.24
C 1.17 -6.31 -1.66
C 1.74 -4.27 -2.99
C -0.48 -5.35 -3.25
H -5.32 -0.03 1.57
H -4.49 0.90 2.85
H -4.45 -0.88 2.89
H -3.71 -3.30 -0.36
H -3.43 -2.44 1.15
H -1.96 -4.09 -1.70
H 2.01 -3.98 -0.13
H 2.25 -3.32 2.09
H 0.89 -2.64 2.96
H 3.58 -2.13 3.58
H 3.59 2.14 3.57
H 2.25 3.33 2.09
H 0.89 2.66 2.96
H 2.01 3.98 -0.14
H -1.96 4.10 -1.70
H -3.71 3.32 -0.36
H -3.43 2.46 1.16
H -3.52 2.15 -2.51
H -3.52 -2.13 -2.51
H -2.83 -1.90 -4.64
H -3.84 -1.25 -5.93
H -4.59 -1.92 -4.49
H -1.57 0.31 -4.52
H -2.45 1.84 -4.43
H -2.56 0.85 -5.89
H -5.87 0.27 -4.22
H -5.09 0.83 -5.71
H -5.01 1.81 -4.24
H 0.39 6.85 -1.14
H 1.55 6.94 -2.48
H 1.99 6.12 -0.98
H -1.29 5.91 -2.80
H -0.91 4.44 -3.72
H -0.06 5.95 -4.06
H 2.58 4.03 -2.34
H 2.12 4.87 -3.82
H 1.37 3.32 -3.42
H 2.11 -0.89 -0.74
H 2.07 0.90 -0.77
H 0.67 -0.04 -1.34
H 3.61 -0.11 6.36
H 5.25 -0.68 6.70
H 4.13 -1.70 5.79
H 4.73 1.98 5.47
H 5.81 1.88 4.07
H 6.34 1.28 5.65
H 5.80 -1.89 3.86
H 6.93 -0.92 4.81
H 6.49 -0.42 3.17
H 1.99 -6.12 -0.96
H 1.54 -6.95 -2.45
H 0.39 -6.84 -1.12
H 2.58 -4.04 -2.33
H 1.37 -3.33 -3.42
H 2.12 -4.89 -3.81
H -1.29 -5.91 -2.78
H -0.06 -5.97 -4.04
H -0.90 -4.46 -3.71
Cl -0.35 0.05 4.63
C -0.91 -0.06 6.29
Cl -2.61 -0.56 6.39
H -0.82 0.92 6.74
H -0.31 -0.80 6.79
```

***

No. 12
Below is a gas-phase ion, C6H17N2O2 (charge +1), with properties calculated with ωB97M-V with the def2-TZVPD basis set.

Summary:
E_HOMO = -12.45 eV
Total charge = +1
Energy = -13566.5057 eV
Structure (SMILES) = CCN(CC)C(O)(O)C[NH3+]
2S+1 = 1
Relative energy (zero: lowest compared OMol25 entry of this formula, charge and spin) = 105.79 kJ/mol

XYZ file:
```
27
C6H17N2O2, DFT ωB97M-V with the def2-TZVPD basis set
C 0.72 -2.35 0.27
C 2.46 1.65 0.21
C 0.96 -1.14 -0.61
C 1.22 1.29 -0.61
C -1.86 0.01 -0.96
C -0.97 0.30 0.27
N 0.56 0.13 -0.02
N -3.24 0.38 -0.54
O -1.37 -0.57 1.26
O -1.25 1.62 0.61
H 1.15 -2.19 1.26
H -0.33 -2.59 0.37
H 1.23 -3.21 -0.17
H 2.18 1.91 1.23
H 3.14 0.80 0.26
H 2.98 2.48 -0.24
H 2.04 -1.04 -0.76
H 0.51 -1.29 -1.60
H 0.54 2.14 -0.63
H 1.51 1.08 -1.65
H -1.81 -1.04 -1.22
H -1.55 0.63 -1.80
H -3.19 1.37 -0.23
H -3.47 -0.19 0.28
H -3.93 0.25 -1.28
H -0.65 -0.71 1.89
H -0.68 1.90 1.34
```